C36H40N6O3RhS3 as an isolated structure at a distorted geometry. Source: the Open Molecules 2025 dataset; level of theory: ωB97M-V/def2-TZVPD.

Output
Frontier orbital gap = 0.1966 Eh
E_LUMO = -10.0682 eV
F_max = 1.69 eV Å⁻¹
Charge = +3
Electronic energy = -88552.148 eV

Structure (XYZ):
```
89
Properties=species:S:1:pos:R:3:mulliken_charge:R:1
Rh -0.28227 0.09520 -0.01398 -0.1073
O -0.06777 0.56487 2.04322 0.2271
S -0.11616 0.08650 3.51850 -0.0577
C 1.58762 0.19275 4.13855 -0.8877
C 2.62325 -0.21194 3.09749 -0.5006
C 3.14983 0.98499 2.30589 -0.4233
C 4.07699 0.54149 1.18139 -0.9259
S 3.19486 0.19884 -0.36485 -0.0355
O 1.85139 -0.43581 0.03760 -0.2067
C 2.81598 1.89116 -0.78360 0.8983
C 1.59679 2.44262 -0.45359 0.6947
C 1.33009 3.77643 -0.70879 -0.9608
C 2.30840 4.55441 -1.31561 -0.7785
C 3.52832 3.99282 -1.67518 -0.7900
C 3.79079 2.65552 -1.41008 -0.5918
C -0.23665 -1.69216 3.53761 1.0502
C 0.12365 -2.47532 2.45146 -0.4636
C 0.07018 -3.85656 2.57282 -1.0883
C -0.35974 -4.43742 3.75972 -0.5383
C -0.73880 -3.64216 4.83341 -0.7505
C -0.67959 -2.26049 4.72669 -0.6530
H 1.58683 -0.45991 5.01261 0.5493
H 1.72804 1.21956 4.48151 0.5195
H 2.19618 -0.94784 2.41800 -0.0353
H 3.46072 -0.69415 3.60482 0.5870
H 3.70310 1.64001 2.98110 0.6083
H 2.32103 1.56647 1.89965 -0.0090
H 4.61985 -0.36961 1.44028 0.5056
H 4.80922 1.30210 0.90470 0.5395
H 0.84520 1.81793 0.03346 0.3372
H 0.37916 4.21132 -0.42722 0.6523
H 2.11963 5.60224 -1.50579 0.4728
H 4.27938 4.59848 -2.16365 0.4546
H 4.74326 2.21824 -1.68739 0.5671
H 0.46534 -2.02186 1.53315 0.6597
H 0.38669 -4.48395 1.74902 0.5042
H -0.39097 -5.51514 3.85317 0.4839
H -1.07469 -4.09694 5.75541 0.4736
H -0.96840 -1.63398 5.56324 0.5631
N -1.57325 -1.37412 -0.07455 -0.8237
C -2.48502 -2.07541 0.07955 0.6441
N -3.52071 -2.81680 0.25478 -0.0670
C -3.82096 -3.39424 1.59024 -0.5840
C -3.36277 -4.84506 1.57586 -0.3897
O -4.00761 -5.54729 0.53710 -0.4072
C -3.70999 -5.03780 -0.74515 -0.4701
C -4.13890 -3.58015 -0.86050 -0.6072
H -4.90060 -3.35259 1.72938 0.3233
H -3.32908 -2.81582 2.37168 0.3989
H -3.63575 -5.33734 2.50754 0.3682
H -2.27343 -4.88146 1.44842 0.2980
H -4.26572 -5.64088 -1.45994 0.3987
H -2.63442 -5.12396 -0.95417 0.2687
H -5.21959 -3.50342 -0.74760 0.3264
H -3.84093 -3.15287 -1.81638 0.4117
N 0.70890 -2.20369 -1.97628 -0.0602
C 0.36919 -1.10115 -2.67738 0.4241
C 0.42189 -1.11643 -4.08593 -1.0357
C 0.11089 0.00664 -4.79643 -0.4681
C -0.27375 1.17413 -4.11685 -1.0375
C -0.34420 1.13541 -2.76106 -0.5815
N -0.03732 0.02009 -2.03672 1.1791
H 1.11637 -2.98162 -2.46687 0.2726
H 0.89676 -2.12695 -0.99402 0.0577
H 0.73285 -2.02731 -4.57975 0.4828
H 0.17513 0.00108 -5.87654 0.4682
H -0.51674 2.08344 -4.64607 0.5420
H -0.64551 2.00437 -2.19762 0.5255
S -5.35642 4.15981 -0.20223 -0.1583
C -3.91951 3.16080 -0.14069 0.8639
C -3.83107 2.09391 -1.04845 -1.2414
C -2.76422 1.23395 -0.98503 -0.1165
N -1.79188 1.38386 -0.06225 0.9035
C -1.86443 2.39163 0.82402 -0.8100
C -2.89721 3.29815 0.80405 -1.1592
C -4.67543 5.81340 -0.12466 0.3543
C -4.22465 6.39348 1.04998 -0.0545
C -3.78151 7.70946 0.99006 -0.5648
N -3.78368 8.41805 -0.13342 -0.4989
C -4.23330 7.85872 -1.25063 -0.4324
C -4.69218 6.54572 -1.30028 -0.2195
H -4.59723 1.94861 -1.79743 0.4925
H -2.66237 0.41790 -1.68412 0.6300
H -1.08151 2.44634 1.56538 0.6163
H -2.91823 4.08559 1.54223 0.2814
H -4.25200 5.86952 1.99618 0.5343
H -3.42963 8.21631 1.88057 0.3744
H -4.23497 8.47716 -2.13984 0.3772
H -5.06610 6.12172 -2.22200 0.4250
```